No. 1
The following is a quantum chemistry calculation of a molecular structure, C20H18Cl2N2O8SiV, from the OMol25 dataset.

<S²>: 3.78
Highest occupied orbital energy (spin up / spin down), eV: 0.846 / -0.904
Total charge: -2
Frontier orbital gap (spin up / spin down), hartree: 0.1037 / 0.1680
Lowest unoccupied orbital energy (spin up / spin down), hartree: 0.13475 / 0.13473
Multiplicity: 4

Positions of all 52 atoms, in Å:
V 9.795 0.154 14.493
O 11.209 -5.360 16.375
C 10.951 -4.193 16.129
C 9.597 -3.777 15.456
O 8.635 -4.532 15.214
C 9.793 -2.428 15.168
C 11.052 -1.957 15.733
O 11.272 -0.698 15.471
C 11.804 -2.959 16.375
O 12.944 -2.979 16.971
O 8.976 -1.489 14.497
Cl 10.037 2.473 7.197
C 9.754 1.812 8.761
C 10.534 0.801 9.265
C 10.261 0.351 10.598
Cl 11.214 -0.981 11.280
C 9.321 0.926 11.451
O 9.124 0.466 12.586
C 8.614 2.042 10.886
C 7.712 2.886 11.763
O 7.860 3.214 12.975
C 8.831 2.438 9.535
H 11.307 0.389 8.671
H 6.874 3.358 11.225
H 8.455 3.401 9.181
N 14.891 2.749 11.635
C 13.782 2.377 12.351
C 12.532 3.026 12.161
C 11.415 2.612 12.841
N 11.488 1.633 13.746
C 12.656 1.025 13.940
C 13.843 1.327 13.271
H 14.743 2.900 10.631
H 15.602 2.033 11.779
H 12.480 3.825 11.429
H 10.443 3.054 12.590
H 12.650 0.135 14.548
H 14.759 0.767 13.378
C 7.437 0.753 17.889
Si 7.625 1.906 16.414
C 7.765 3.748 16.925
C 6.007 1.742 15.565
O 8.938 1.348 15.589
H 6.448 0.686 18.344
H 8.152 0.812 18.762
H 7.664 -0.239 17.411
H 6.798 3.869 17.457
H 7.586 4.429 16.098
H 8.603 4.101 17.534
H 5.217 1.877 16.345
H 5.871 0.654 15.240
H 5.875 2.332 14.668


No. 2
The following is a quantum chemistry calculation of a single C20H18Cl2N4O3S molecule, from the OMol25 dataset.

Energy relative to the best compared isomer or geometry (same formula, charge and spin), kJ/mol: 156.1
Structure (SMILES): N#C[C@H](C(=O)c1ccc(S(=O)(=O)N(CCCl)CCCl)cc1)c1nc2ccccc2[nH]1
Highest occupied orbital energy, eV: -9.078
Total charge: 0
Frontier orbital gap, hartree: 0.2892
Lowest unoccupied orbital energy, hartree: -0.04442

Positions of all 48 atoms, in Å:
N -5.283 -0.362 -1.431
O -1.729 -2.007 -3.403
O 0.329 -1.451 3.960
O 0.818 -3.742 3.298
Cl 5.431 -4.332 3.116
Cl 2.733 2.171 1.513
C -4.261 -0.310 -1.997
N -1.150 1.451 -2.150
C -2.024 -1.341 -2.421
C -2.396 1.220 -2.543
C -0.015 4.969 -1.761
C -1.181 5.629 -2.164
C 0.099 3.552 -1.733
C -1.791 -0.859 0.045
C -0.678 -2.827 -0.861
C -2.279 4.842 -2.522
C -1.172 -1.069 1.282
C -0.057 -3.039 0.379
C -1.028 2.810 -2.098
C -1.529 -1.685 -1.054
C -2.174 3.448 -2.509
C -0.261 -2.109 1.403
N -3.062 2.438 -2.782
N 2.362 -1.850 2.236
C -2.990 -0.171 -2.741
C 3.963 -3.710 2.287
C 2.222 0.655 2.410
C 3.487 -2.430 2.997
C 2.436 -0.546 1.524
S 0.753 -2.348 2.873
H 0.858 5.505 -1.443
H -1.254 6.733 -2.126
H 0.975 2.996 -1.402
H -2.420 -0.025 -0.021
H -0.513 -3.466 -1.711
H -3.161 5.342 -2.865
H -1.324 -0.436 2.147
H 0.578 -3.906 0.558
H -4.027 2.546 -3.038
H -3.258 -0.248 -3.765
H 4.220 -3.453 1.260
H 3.165 -4.465 2.335
H 2.828 0.506 3.277
H 1.171 0.760 2.700
H 4.305 -1.721 3.057
H 3.176 -2.663 4.050
H 1.661 -0.492 0.771
H 3.445 -0.510 1.060


No. 3
The following is a quantum chemistry calculation of a single C20H18ClN5O2S molecule, from the OMol25 dataset.

Structure (SMILES): Cc1c(NC(=O)CSc2nc3ccc(Cl)cc3[nH]2)c(=O)n(-c2ccccc2)n1C
Highest occupied orbital energy, eV: -7.896
Total charge: 0
Frontier orbital gap, hartree: 0.3098
Lowest unoccupied orbital energy, hartree: 0.01959

Positions of all 47 atoms, in Å:
C 3.302 2.597 0.682
C 2.389 1.456 0.424
C 1.032 1.407 0.323
N 0.027 2.371 0.372
C 0.058 3.645 -0.060
O 1.042 4.248 -0.438
C -1.319 4.304 -0.019
H -1.852 4.084 0.904
H -1.209 5.378 -0.166
S -2.374 3.733 -1.396
C -2.966 2.240 -0.735
N -2.678 1.777 0.452
C -3.338 0.577 0.549
C -3.367 -0.349 1.581
C -4.119 -1.490 1.399
C -4.827 -1.702 0.215
C -4.817 -0.799 -0.833
C -4.057 0.341 -0.645
N -3.804 1.430 -1.444
H -4.129 1.590 -2.382
H -5.366 -0.984 -1.743
Cl -5.754 -3.152 0.051
H -4.165 -2.239 2.173
H -2.812 -0.181 2.489
H -0.901 1.963 0.561
C 0.633 0.022 0.129
O -0.480 -0.446 -0.036
N 1.822 -0.690 0.143
C 1.979 -2.000 -0.329
C 1.058 -2.971 0.053
C 1.196 -4.264 -0.415
C 2.251 -4.603 -1.246
C 3.161 -3.633 -1.631
C 3.026 -2.331 -1.186
H 3.714 -1.567 -1.516
H 3.976 -3.886 -2.293
H 2.359 -5.617 -1.600
H 0.476 -5.014 -0.123
H 0.234 -2.697 0.691
N 2.903 0.185 0.241
C 4.052 -0.260 1.000
H 4.925 0.310 0.689
H 4.228 -1.314 0.797
H 3.904 -0.128 2.077
H 2.806 3.521 0.398
H 4.218 2.492 0.105
H 3.562 2.648 1.740


No. 4
The following is a quantum chemistry calculation of 2 unconnected molecules or ions with the total composition C20H18F2O3, from the OMol25 dataset.

Energy relative to the best compared isomer or geometry (same formula, charge and spin), kJ/mol: 0.0
Highest occupied orbital energy, eV: -7.890
Total charge: 0
Frontier orbital gap, hartree: 0.2081
Lowest unoccupied orbital energy, hartree: -0.08184

Positions of all 43 atoms, in Å:
C 1.628 2.113 -2.508
C 0.929 0.774 -2.465
C -0.333 0.621 -1.716
C -1.111 -0.634 -1.896
C -2.436 -0.387 -2.644
C -3.214 0.640 -1.881
O -2.459 1.881 -1.753
C -1.108 1.890 -1.563
O -0.578 2.962 -1.267
O 1.446 -0.205 -3.035
H 0.997 2.918 -2.900
H 1.941 2.341 -1.481
H 2.504 2.024 -3.158
H -0.507 -1.332 -2.475
H -1.281 -1.061 -0.896
H -2.233 -0.069 -3.678
H -3.027 -1.298 -2.718
H -4.149 0.917 -2.378
H -3.454 0.272 -0.874
F 2.587 -3.925 2.560
C 2.639 -2.881 1.644
C 3.862 -2.597 1.035
C 3.869 -1.549 0.105
C 2.750 -0.771 -0.123
C 1.534 -1.004 0.568
C 0.498 0.030 0.531
C -0.419 0.240 1.645
C -1.361 1.294 1.526
C -2.345 1.502 2.471
C -2.355 0.772 3.663
C -1.328 -0.152 3.851
F -1.253 -0.817 5.062
C -0.342 -0.403 2.909
C 1.474 -2.180 1.372
H 4.725 -3.204 1.255
H 4.791 -1.341 -0.447
H 2.795 0.048 -0.838
H 0.783 0.985 0.067
H -1.274 1.974 0.682
H -3.120 2.249 2.283
H -3.094 0.919 4.433
H 0.491 -1.056 3.187
H 0.537 -2.501 1.842


No. 5
The following is a quantum chemistry calculation of a single C20H18F3N3O molecule, from the OMol25 dataset.

Energy relative to the best compared isomer or geometry (same formula, charge and spin), kJ/mol: 0.0
Structure (SMILES): CCCc1c(C(=O)Nc2ccc(C(F)(F)F)cc2)cnn1-c1ccccc1
Highest occupied orbital energy, eV: -8.984
Total charge: 0
Frontier orbital gap, hartree: 0.3508
Lowest unoccupied orbital energy, hartree: 0.02069

Positions of all 45 atoms, in Å:
C 0.128 -0.342 -3.209
C 0.146 0.110 -1.755
H 0.956 0.825 -1.608
H 0.354 -0.745 -1.107
C -1.187 0.761 -1.359
C -1.308 1.018 0.102
N -2.087 0.294 0.952
N -2.099 0.816 2.180
C -1.325 1.874 2.146
C -0.781 2.053 0.858
C 0.061 3.178 0.409
O -0.383 4.279 0.168
N 1.409 2.953 0.235
C 2.204 1.831 0.415
C 1.890 0.799 1.302
C 2.717 -0.301 1.408
C 3.877 -0.382 0.648
C 4.220 0.655 -0.210
C 3.392 1.752 -0.318
H 3.659 2.558 -0.986
H 5.129 0.601 -0.788
C 4.734 -1.608 0.742
F 4.250 -2.618 -0.016
F 4.814 -2.094 1.991
F 5.993 -1.406 0.328
H 2.467 -1.096 2.093
H 1.009 0.858 1.916
H 1.876 3.748 -0.188
H -1.163 2.469 3.022
C -2.883 -0.836 0.692
C -4.143 -0.899 1.279
C -4.951 -1.998 1.056
C -4.511 -3.034 0.249
C -3.250 -2.978 -0.319
C -2.428 -1.888 -0.094
H -1.433 -1.870 -0.509
H -2.895 -3.793 -0.932
H -5.146 -3.889 0.071
H -5.929 -2.043 1.511
H -4.465 -0.085 1.908
H -1.278 1.716 -1.884
H -2.013 0.123 -1.681
H -0.652 -1.082 -3.372
H -0.058 0.503 -3.868
H 1.084 -0.786 -3.478


No. 6
The following is a quantum chemistry calculation of a single C20H18FN3O4 molecule, from the OMol25 dataset.

Energy relative to the best compared isomer or geometry (same formula, charge and spin), kJ/mol: 0.0
Structure (SMILES): NC(=O)COC(=O)[C@H](Cc1c[nH]c2ccccc12)NC(=O)c1ccc(F)cc1
Highest occupied orbital energy, eV: -8.254
Total charge: 0
Frontier orbital gap, hartree: 0.3178
Lowest unoccupied orbital energy, hartree: 0.01448

Positions of all 46 atoms, in Å:
N -2.091 -0.056 4.367
C -1.022 0.052 5.165
O -1.076 0.102 6.374
C 0.341 0.095 4.456
H 0.845 1.025 4.728
H 0.935 -0.756 4.807
O 0.237 0.061 3.039
C 0.501 -1.089 2.422
O 0.948 -2.072 2.947
C 0.137 -1.020 0.934
N -0.208 0.318 0.517
C -1.382 0.884 0.858
O -2.231 0.277 1.495
C -1.600 2.276 0.377
C -2.912 2.677 0.134
C -3.190 3.956 -0.306
C -2.137 4.837 -0.482
C -0.826 4.474 -0.222
C -0.561 3.187 0.207
H 0.457 2.914 0.440
H -0.036 5.197 -0.353
F -2.393 6.087 -0.910
H -4.199 4.278 -0.505
H -3.707 1.966 0.295
H 0.481 0.835 -0.004
H -0.761 -1.647 0.834
C 1.263 -1.592 0.077
C 0.895 -1.717 -1.367
C -0.311 -1.502 -1.969
N -0.214 -1.737 -3.315
C 1.063 -2.114 -3.611
C 1.649 -2.458 -4.823
C 2.983 -2.800 -4.811
C 3.723 -2.804 -3.624
C 3.149 -2.464 -2.421
C 1.799 -2.112 -2.402
H 3.726 -2.474 -1.508
H 4.766 -3.081 -3.661
H 3.471 -3.074 -5.735
H 1.076 -2.457 -5.739
H -0.970 -1.661 -3.973
H -1.247 -1.194 -1.544
H 2.149 -0.955 0.174
H 1.528 -2.573 0.481
H -2.999 -0.074 4.801
H -2.051 -0.015 3.355


No. 7
The following is a quantum chemistry calculation of a molecular structure, C20H18N2O4, from the OMol25 dataset.

Energy relative to the best compared isomer or geometry (same formula, charge and spin), kJ/mol: 1852.8
Highest occupied orbital energy, eV: -8.155
Total charge: 0
Frontier orbital gap, hartree: 0.2956
Lowest unoccupied orbital energy, hartree: -0.00413

Positions of all 44 atoms, in Å:
C -2.000 -3.426 -1.078
C -2.328 -3.345 0.298
C -2.696 -1.828 0.644
O -3.920 -1.625 0.948
O -0.214 1.484 -0.941
C 0.542 0.805 -0.345
C 0.428 -0.573 0.380
N 1.796 -0.884 0.245
C 2.539 0.054 -0.150
C 4.075 -0.051 -0.079
C 4.645 -0.935 0.426
C 5.979 -1.076 0.294
C 6.829 -0.274 -0.202
C 6.168 1.118 -0.527
C 4.756 1.064 -0.685
H 4.170 1.916 -0.799
H 6.748 1.707 -0.889
H 7.849 -0.180 -0.016
H 6.706 -1.938 0.700
H 4.090 -1.914 0.897
O 1.897 1.134 -0.619
C -0.638 -1.159 0.717
N -1.846 -0.847 0.661
C -2.341 0.448 0.813
C -1.959 1.375 1.472
C -2.330 2.532 1.746
C -3.187 2.804 0.722
C -3.488 2.347 -0.386
C -3.144 0.841 -0.304
O -3.258 -0.035 -1.358
C -4.035 0.558 -2.583
H -4.115 -0.420 -3.348
H -3.536 1.338 -3.004
H -5.087 0.590 -2.259
H -4.163 2.525 -1.145
H -3.517 4.209 0.788
H -2.131 3.150 2.419
H -1.348 0.824 2.777
H -0.252 -2.204 0.897
H -3.489 -3.815 0.556
H -1.614 -3.790 1.117
H -2.973 -2.957 -1.565
H -1.970 -4.506 -1.403
H -1.191 -2.999 -1.317


No. 8
The following is a quantum chemistry calculation of a single C20H18N4O3S3 molecule, from the OMol25 dataset.

Structure (SMILES): CCn1c(CSc2nc3ccccc3s2)nnc1SCC(=O)c1ccc(O)c(O)c1
Highest occupied orbital energy, eV: -8.418
Total charge: 0
Frontier orbital gap, hartree: 0.3221
Lowest unoccupied orbital energy, hartree: 0.01274

Positions of all 48 atoms, in Å:
C -1.966 -2.213 2.058
H -2.473 -1.292 1.784
H -2.514 -2.681 2.870
H -0.965 -1.971 2.405
C -1.900 -3.170 0.873
N -1.179 -2.605 -0.240
C 0.179 -2.487 -0.338
N 0.511 -1.978 -1.497
N -0.622 -1.725 -2.168
C -1.630 -2.093 -1.427
C -3.029 -2.030 -1.894
H -3.059 -1.406 -2.786
H -3.414 -3.026 -2.126
S -4.231 -1.368 -0.681
C -3.464 0.116 -0.234
N -2.377 0.557 -0.739
C -1.995 1.735 -0.161
C -0.862 2.469 -0.491
C -0.601 3.635 0.198
C -1.457 4.083 1.201
C -2.597 3.376 1.537
C -2.858 2.202 0.854
S -4.195 1.098 1.050
H -3.265 3.722 2.309
H -1.230 4.999 1.725
H 0.281 4.210 -0.039
H -0.222 2.114 -1.280
S 1.235 -2.988 0.946
C 2.887 -2.772 0.195
H 3.439 -3.676 0.454
C 3.589 -1.578 0.835
O 4.321 -1.766 1.783
C 3.328 -0.235 0.294
C 2.637 -0.013 -0.898
C 2.417 1.270 -1.348
C 2.902 2.373 -0.627
C 3.602 2.151 0.553
C 3.813 0.866 1.005
H 4.352 0.688 1.923
H 3.968 3.004 1.101
O 2.682 3.630 -1.072
H 2.200 3.569 -1.910
O 1.719 1.533 -2.499
H 1.361 0.706 -2.846
H 2.228 -0.824 -1.479
H 2.745 -2.697 -0.878
H -1.381 -4.087 1.172
H -2.907 -3.426 0.533


No. 9
The following is a quantum chemistry calculation of a single C20H18N4O4S3 molecule, from the OMol25 dataset.

Energy relative to the best compared isomer or geometry (same formula, charge and spin), kJ/mol: 0.0
Structure (SMILES): CCOc1ccc(-n2c(=S)sc3c(=O)[nH]c(SCC(=O)NCc4ccco4)nc32)cc1
Highest occupied orbital energy, eV: -7.922
Total charge: 0
Frontier orbital gap, hartree: 0.2959
Lowest unoccupied orbital energy, hartree: 0.00483

Positions of all 49 atoms, in Å:
C 1.177 3.175 3.973
C 1.928 2.066 3.244
H 3.004 2.170 3.411
H 1.614 1.078 3.599
O 1.790 2.153 1.836
C 0.626 1.791 1.249
C 0.532 2.074 -0.119
C -0.599 1.745 -0.833
C -1.654 1.097 -0.200
C -1.568 0.802 1.152
C -0.443 1.155 1.876
H -0.413 0.917 2.926
H -2.385 0.302 1.647
N -2.800 0.734 -0.949
C -2.707 0.076 -2.142
C -3.924 -0.179 -2.738
C -4.006 -0.863 -3.997
O -4.978 -1.155 -4.647
N -2.710 -1.191 -4.462
C -1.565 -0.908 -3.804
N -1.518 -0.285 -2.666
S -0.070 -1.380 -4.553
C 1.042 -1.016 -3.169
H 2.035 -1.324 -3.499
H 1.021 0.053 -2.968
C 0.620 -1.849 -1.958
O 0.115 -2.942 -2.071
N 0.904 -1.270 -0.778
H 1.250 -0.324 -0.733
C 0.655 -1.947 0.482
C 1.899 -2.022 1.301
C 3.030 -2.773 1.160
C 3.897 -2.388 2.211
C 3.231 -1.431 2.910
O 2.023 -1.199 2.366
H 3.496 -0.866 3.781
H 4.874 -2.773 2.414
H 3.213 -3.511 0.406
H -0.117 -1.415 1.046
H 0.299 -2.948 0.224
H -2.672 -1.691 -5.344
S -5.231 0.433 -1.767
C -4.082 1.037 -0.569
S -4.510 1.868 0.769
H -0.674 1.993 -1.880
H 1.359 2.579 -0.593
H 1.525 4.145 3.629
H 0.108 3.109 3.788
H 1.356 3.095 5.042


No. 10
The following is a quantum chemistry calculation of a molecular structure, C20H18N5O5Pd, from the OMol25 dataset.

Highest occupied orbital energy, eV: -4.406
Total charge: -1
Frontier orbital gap, hartree: 0.2561
Lowest unoccupied orbital energy, hartree: 0.09416

Positions of all 49 atoms, in Å:
Pd 0.649 0.276 0.049
N -1.207 -0.520 -0.320
C -1.078 -1.783 -1.085
C 0.362 -2.079 -1.520
O 0.615 -3.072 -2.202
N 1.230 -1.180 -1.066
C 2.657 -1.273 -1.277
C 3.372 -0.129 -0.546
O 4.582 -0.019 -0.631
O 2.619 0.679 0.156
H -1.559 -0.620 0.642
H -1.790 0.152 -0.800
H -1.702 -1.760 -1.979
H -1.416 -2.619 -0.474
H 2.918 -1.225 -2.337
H 3.056 -2.219 -0.899
C 5.096 2.260 2.536
O 4.910 3.513 3.188
C 3.777 3.671 3.919
C 2.947 2.623 4.311
C 1.769 2.890 4.994
C 1.395 4.199 5.273
C 2.284 5.227 4.975
C 3.460 4.973 4.295
N 0.165 4.586 5.911
N -0.941 4.076 5.630
C -1.121 3.082 4.624
C -1.849 1.975 5.007
C -1.898 0.825 4.236
C -1.204 0.696 3.010
O -1.184 -0.380 2.355
C -0.521 1.918 2.544
N 0.178 1.884 1.372
C 0.775 2.975 0.930
C 0.667 4.213 1.575
C 0.003 4.274 2.762
C -0.551 3.102 3.321
H 5.972 2.375 1.905
H 4.238 2.007 1.910
H 5.276 1.459 3.258
H 3.187 1.600 4.060
H 1.116 2.067 5.254
H 2.013 6.240 5.248
H 4.133 5.773 4.016
H -2.333 2.003 5.977
H -2.443 -0.046 4.576
H 1.373 2.869 0.035
H 1.136 5.083 1.137
H -0.091 5.210 3.295


| no. | maximum force (eV/A) |
| --- | --- |
| 1 | 4.05 |
| 2 | 2.63 |
| 3 | 0.88 |
| 4 | 2.35 |
| 5 | 0.96 |
| 6 | 0.73 |
| 7 | 18.84 |
| 8 | 1.19 |
| 9 | 1.59 |
| 10 | 0.58 |